No. 1
The following is a quantum chemistry calculation of C3H5N5 as an isolated structure, from the Open Molecules 2025 dataset.

The value obtained for the LUMO energy is 0.67 eV. The calculation puts the energy above the lowest of the compared OMol25 structures with the same formula, charge and spin at 124.6 kcal/mol. The calculation puts the HOMO energy at -9.0 eV.

Structure (ORCA input):
```
! RIJCOSX wB97M-V def2-TZVPD def2/J DEFGRID3
* xyz 0 1
C -0.7650 -1.6808 -1.0170
C 0.3487 -0.0933 0.5363
C 0.7561 1.9633 1.1986
H -1.8016 -2.6772 -2.2003
H 0.0357 -1.3773 -1.6931
H -1.3516 -1.2065 1.1266
H 0.9163 2.7529 1.9087
H 1.5061 2.7482 -0.2880
N -2.0671 -2.2382 -1.2027
N -0.2628 -1.2602 0.3432
N 0.4375 0.5986 1.6719
N 1.3003 1.8024 0.0643
N 0.9474 0.6681 -0.4484
*
```

---

No. 2
The following is a quantum chemistry calculation of C17H18AuF3GeN3O5S as an isolated structure, from the Open Molecules 2025 dataset.

The value obtained for the LUMO energy (alpha / beta) is 2.60 / 2.21 eV. The calculation puts the energy above the lowest of the compared OMol25 structures with the same formula, charge and spin at 0.0 kcal/mol. Its expectation value of S² is 2.0228. The calculation puts the HOMO energy (alpha / beta) at -2.8 / -6.0 eV.

Structure (ORCA input):
```
! RIJCOSX wB97M-V def2-TZVPD def2/J DEFGRID3
* xyz -1 3
Au 0.6566 0.1775 -0.6090
O 0.9579 4.0344 1.4236
C 0.7334 2.8596 1.1725
N 1.3429 2.1645 0.1097
C 2.3965 2.6627 -0.5591
O 2.9449 3.7519 -0.5096
C 3.0626 1.6333 -1.5202
C 4.1437 2.0430 -2.2835
C 4.7820 1.1084 -3.0826
C 4.3421 -0.2067 -3.0854
C 3.2538 -0.5436 -2.2991
N 2.6361 0.3695 -1.5513
C -0.1315 2.0690 2.0744
C -0.1795 2.4349 3.4166
C -0.7513 1.6358 4.3780
C -1.2777 0.3688 3.9711
C -1.3006 0.0553 2.6561
N -0.8475 0.9183 1.6916
H 4.4534 3.0750 -2.2122
H 5.6260 1.4042 -3.6937
H 4.8262 -0.9668 -3.6826
H 2.8612 -1.5504 -2.2390
H 0.3143 3.3627 3.6726
H -0.7338 1.9232 5.4195
H -1.6442 -0.3538 4.6861
H -1.6700 -0.8917 2.2871
C -4.2469 0.9114 0.5947
Ge -2.8309 -0.2079 -0.1703
C -3.1769 -2.0433 0.3798
C -2.8824 -0.0924 -2.1156
C -1.1389 0.6620 0.2814
H -5.2351 0.5593 0.2936
H -4.1325 1.9476 0.2727
H -4.1866 0.8849 1.6842
H -3.8949 -2.4808 -0.3166
H -3.6155 -2.0587 1.3792
H -2.2727 -2.6451 0.3869
H -3.8812 -0.3257 -2.4878
H -2.1709 -0.7965 -2.5481
H -2.6140 0.9139 -2.4418
H -1.3048 1.6553 -0.1589
F 1.6950 -4.6084 -1.9917
C 0.8934 -4.5942 -0.9125
F -0.3128 -5.0373 -1.2982
F 1.3877 -5.4711 -0.0255
S 0.7963 -2.9123 -0.1823
O 2.1811 -2.5524 0.0218
O -0.0118 -3.0872 0.9961
O 0.1579 -2.1597 -1.2728
*
```

---

No. 3
The following is a quantum chemistry calculation of an isolated ion of composition C2H6N3S and charge +1, from the Open Molecules 2025 dataset.

The value obtained for the LUMO energy is -7.13 eV. The calculation puts the energy above the lowest of the compared OMol25 structures with the same formula, charge and spin at 128.6 kcal/mol. The calculation puts the HOMO energy at -13.8 eV.

Structure (ORCA input):
```
! RIJCOSX wB97M-V def2-TZVPD def2/J DEFGRID3
* xyz 1 1
C -0.8334 -0.0708 0.6393
C 1.7195 -0.1738 -0.9427
N 1.4840 -1.0171 0.0392
N -0.8420 0.5662 -0.4970
N -1.7283 0.0231 1.5533
S 0.1405 0.4205 -1.8881
H 2.2177 0.8183 -0.5532
H 2.1832 -0.4442 -1.8713
H 1.1625 -1.8912 -0.2633
H -1.5165 1.2639 -0.4631
H -1.6301 -0.3547 2.6063
H -2.3571 0.8599 1.6408
*
```